2 unconnected molecules or ions with the total composition C5H8O2, computed with wB97M-V/def2-TZVPD.

Values from the calculation:
relative energy (zero: lowest compared OMol25 entry of this formula, charge and spin): 3.456 eV
spin multiplicity: 1
E_tot: -345.67794 a.u.
HOMO-LUMO gap: 9.30 eV
SMILES: C1=CO[C@@H]2C[C@@H]2O1.[H][H]
lowest unoccupied orbital energy: 1.056 eV

Last column: natural (NBO) charge in e.
Positions of all 15 atoms, in Å:
C -0.225 -1.635 0.426  -0.47
C 1.060 -0.871 0.595  0.06
O 1.498 -0.026 -0.432  -0.48
C 0.815 1.157 -0.525  0.02
C -0.250 1.485 0.204  0.02
O -0.824 0.690 1.159  -0.48
C -0.136 -0.503 1.414  0.06
H -0.783 -1.423 -0.483  0.24
H -0.291 -2.657 0.788  0.22
H 1.903 -1.346 1.088  0.20
H 1.226 1.814 -1.280  0.21
H -1.696 0.735 -3.031  -0.01
H -0.766 2.429 0.086  0.21
H -1.293 0.865 -2.418  0.00
H -0.128 -0.722 2.477  0.20

2 unconnected molecules or ions with the total composition C4H12 at a distorted geometry, computed with wB97M-V/def2-TZVPD.

Values from the calculation:
relative energy (zero: lowest compared OMol25 entry of this formula, charge and spin): 1.128 eV
spin multiplicity: 1
E_tot: -159.54352 a.u.
HOMO-LUMO gap: 12.16 eV
SMILES: CC.CC
lowest unoccupied orbital energy: 1.107 eV

Last column: natural (NBO) charge in e.
Positions of all 16 atoms, in Å:
C 0.049 1.489 -1.750  -0.60
C 1.494 1.094 -1.911  -0.60
H -0.175 2.142 -2.505  0.20
H -0.495 0.590 -1.896  0.20
H -0.277 2.039 -0.951  0.20
H 1.697 0.828 -2.992  0.20
H 1.751 0.294 -1.237  0.20
H 2.149 1.913 -1.683  0.20
C -0.605 -1.995 2.098  -0.61
C -0.966 -0.599 1.573  -0.61
H -1.485 -2.719 2.098  0.20
H 0.130 -2.416 1.357  0.20
H -0.284 -2.125 3.074  0.21
H -1.576 -0.562 0.730  0.21
H -1.305 0.036 2.490  0.20
H 0.033 0.046 1.445  0.20

A molecular structure, C5H7AuO3 at a distorted geometry, computed with wB97M-V/def2-TZVPD.

Values from the calculation:
relative energy (zero: lowest compared OMol25 entry of this formula, charge and spin): 2.689 eV
spin multiplicity: 4
E_tot: -555.44426 a.u.
total charge: +1
HOMO-LUMO gap (alpha / beta): 7.75 / 6.67 eV
lowest unoccupied orbital energy (alpha / beta): -4.280 / -7.136 eV

Last column: natural (NBO) charge in e.
Positions of all 16 atoms, in Å:
C 1.433 -0.324 2.036  -0.48
H 1.960 0.316 2.997  0.34
H 1.534 -1.288 2.547  0.32
C 1.214 1.005 1.752  -0.42
H 1.164 1.830 2.486  0.24
C 0.518 -2.406 -0.333  -0.26
C -0.159 -1.462 0.348  0.19
O -0.344 0.006 -0.539  -0.70
C -1.450 0.718 -0.593  0.97
O -2.579 0.313 -0.619  -0.55
O -1.090 1.989 -0.298  -0.76
H 0.088 -3.401 -0.438  0.23
H 1.443 -2.110 -0.833  0.21
H -1.090 -1.696 0.869  0.21
H -1.848 2.559 -0.115  0.55
Au 1.045 1.624 -0.055  0.90

C2H4NP in the gas phase at a distorted geometry, computed with wB97M-V/def2-TZVPD.

Values from the calculation:
relative energy (zero: lowest compared OMol25 entry of this formula, charge and spin): 0.545 eV
spin multiplicity: 1
E_tot: -474.65367 a.u.
HOMO-LUMO gap: 10.53 eV
lowest unoccupied orbital energy: 0.675 eV

Last column: natural (NBO) charge in e.
Positions of all 8 atoms, in Å:
C 0.297 2.628 1.285  0.33
C -0.342 -0.757 -0.754  -0.94
N 0.169 1.521 0.872  -0.85
P -0.139 -0.195 0.986  0.79
H -1.196 -0.318 -1.281  0.25
H -0.661 -1.715 -0.825  0.24
H 0.654 -0.594 -1.174  0.24
H 1.218 -0.572 0.890  -0.05